#a
Formula: C14H23BN6OZn
Source: OMol25
Level of theory: wB97M-V/def2-TZVPD

Values from the calculation:
frontier orbital gap	9.468	eV
HOMO	-8.8	eV

The geometry in XYZ format:
```
46
Properties=species:S:1:pos:R:3:mulliken_charge:R:1
H 0.854 2.482 0.578 0.43
N 0.516 1.179 -1.052 0.00
B 0.194 0.200 -3.427 0.25
N 0.539 1.357 -2.428 0.11
C 0.831 2.636 -2.714 -0.06
Zn 0.199 -0.667 -0.227 -0.14
H 0.841 2.941 -3.753 0.43
C 1.022 3.311 -1.516 -1.06
H 1.259 4.352 -1.406 0.39
C 0.816 2.366 -0.497 -0.07
H 0.315 0.530 -4.575 -0.12
C -0.650 -1.810 1.149 -1.13
H -0.796 -1.562 2.201 0.33
H -0.167 -2.803 1.147 0.36
H -1.651 -1.978 0.720 0.15
N -1.290 -0.187 -3.097 0.04
N 1.193 -0.938 -3.045 0.31
N -1.644 -0.425 -1.788 -0.04
N 1.335 -1.343 -1.722 -0.28
C -2.396 -0.187 -3.871 -0.19
C 2.119 -1.559 -3.802 -0.13
H -2.304 0.027 -4.933 0.43
H 2.186 -1.378 -4.863 0.45
C -3.494 -0.445 -3.059 -1.03
C 2.876 -2.389 -2.976 -0.94
C -2.973 -0.582 -1.757 -0.14
C 2.363 -2.210 -1.677 -0.01
H -4.522 -0.521 -3.358 0.38
H 3.674 -3.022 -3.285 0.40
H -3.498 -0.792 -0.837 0.43
H 2.708 -2.686 -0.772 0.47
H -1.159 0.661 2.053 0.30
C 1.105 -0.499 3.695 -1.44
C -0.009 0.531 3.640 1.49
C -1.311 -0.016 4.220 -1.53
C 0.454 1.782 4.362 -1.82
O -0.229 0.922 2.257 -0.42
H 1.241 -0.807 4.737 0.42
H 2.047 -0.074 3.331 0.37
H 0.883 -1.385 3.096 0.24
H -1.173 -0.349 5.255 0.39
H -2.092 0.758 4.195 0.39
H -1.675 -0.870 3.636 0.41
H 1.404 2.138 3.951 0.41
H -0.279 2.590 4.288 0.36
H 0.608 1.569 5.423 0.41
```

#b
Formula: C14H23BN6OZn
Source: OMol25
Level of theory: wB97M-V/def2-TZVPD

Values from the calculation:
frontier orbital gap (spin up / spin down)	6.548 / 7.199	eV
HOMO (spin up / spin down)	-8.0 / -8.5	eV

The geometry in XYZ format:
```
46
Properties=species:S:1:pos:R:3:mulliken_charge:R:1
H -1.435 -1.505 -0.505 0.36
N -1.289 0.592 -0.951 -0.22
B -0.409 2.740 -2.293 0.19
N -0.865 1.251 -2.103 0.57
C -1.037 0.413 -3.140 -0.25
Zn -2.442 1.177 0.514 -0.12
H -0.988 0.778 -4.151 0.44
C -1.365 -0.858 -2.655 -0.89
H -1.482 -1.771 -3.200 0.42
C -1.430 -0.730 -1.267 0.04
H -0.865 3.208 -3.334 -0.15
C 1.389 -0.728 1.611 -0.96
H 0.727 -0.729 2.499 0.20
H 1.979 0.214 1.459 0.37
H 0.727 -0.984 0.717 0.18
N 1.173 2.758 -2.461 0.36
N -1.040 3.582 -1.123 0.34
N 1.970 2.005 -1.605 -0.63
N -1.409 3.091 0.137 -0.56
C 1.955 3.323 -3.465 -0.41
C -1.579 4.813 -1.280 -0.17
H 1.546 3.886 -4.267 0.45
H -1.552 5.267 -2.267 0.40
C 3.297 2.949 -3.194 -0.76
C -2.193 5.200 -0.099 -0.77
C 3.259 2.151 -2.005 -0.14
C -1.991 4.141 0.798 -0.09
H 4.185 3.230 -3.728 0.37
H -2.665 6.164 0.104 0.36
H 4.093 1.727 -1.472 0.42
H -2.168 4.095 1.859 0.48
H 1.347 -2.098 1.693 0.49
C -0.774 -2.954 2.960 -1.46
C 0.283 -3.893 2.402 1.79
C 1.054 -4.589 3.536 -1.62
C -0.451 -4.979 1.606 -1.54
O 1.185 -3.245 1.502 -0.66
H -1.443 -3.486 3.658 0.40
H -1.386 -2.556 2.135 0.22
H -0.229 -2.148 3.455 0.40
H 0.324 -5.160 4.123 0.36
H 1.846 -5.276 3.203 0.37
H 1.580 -3.879 4.183 0.35
H -1.096 -4.530 0.832 0.31
H 0.273 -5.678 1.169 0.40
H -1.130 -5.607 2.197 0.36
```

Which is the most stable structure? #a is the most stable.

#a
Formula: S2
Source: OMol25
Level of theory: wB97M-V/def2-TZVPD

Values from the calculation:
frontier orbital gap	5.633	eV
HOMO	-9.3	eV

The geometry in XYZ format:
```
2
Properties=species:S:1:pos:R:3:mulliken_charge:R:1
S 1.129 0.183 0.061 0.00
S -1.129 -0.183 -0.061 0.00
```

#b
Formula: S2
Source: OMol25
Level of theory: wB97M-V/def2-TZVPD

Values from the calculation:
frontier orbital gap	4.742	eV
HOMO	-9.7	eV

The geometry in XYZ format:
```
2
Properties=species:S:1:pos:R:3:mulliken_charge:R:1
S 0.000 0.000 1.586 0.00
S 0.000 0.000 -1.586 0.00
```

#c
Formula: S2
Source: OMol25
Level of theory: wB97M-V/def2-TZVPD

Values from the calculation:
frontier orbital gap	5.427	eV
HOMO	-9.9	eV

The geometry in XYZ format:
```
2
Properties=species:S:1:pos:R:3:mulliken_charge:R:1
S 0.000 0.000 1.373 0.00
S 0.000 0.000 -1.373 0.00
```

#d
Formula: S2
Source: OMol25
Level of theory: wB97M-V/def2-TZVPD

Values from the calculation:
frontier orbital gap	5.422	eV
HOMO	-9.9	eV

The geometry in XYZ format:
```
2
Properties=species:S:1:pos:R:3:mulliken_charge:R:1
S 0.062 -1.316 0.402 0.00
S -0.062 1.316 -0.402 0.00
```

Which is the most stable structure? #a is the most stable.

#a
Formula: C2H8N6
Source: OMol25
Level of theory: wB97M-V/def2-TZVPD

Values from the calculation:
frontier orbital gap	8.579	eV
HOMO	-8.1	eV

The geometry in XYZ format:
```
16
Properties=species:S:1:pos:R:3:mulliken_charge:R:1
C 1.100 -0.643 -0.340 0.74
N 2.165 0.185 0.056 -0.49
N -0.178 -0.448 0.981 -0.45
N 1.191 -1.857 -0.751 -0.82
H 3.063 -0.273 0.053 0.22
H 1.997 1.172 -0.075 0.22
H -0.703 -1.318 0.885 0.32
H 0.007 -0.187 1.949 0.27
H 2.100 -2.064 -1.153 0.23
C -0.744 0.655 0.118 -0.03
N -2.175 0.421 -0.019 -0.01
N -2.864 1.404 0.283 -0.61
N -0.023 0.402 -1.082 -0.63
H -3.855 1.130 0.213 0.26
H -0.564 -0.199 -1.698 0.33
H -0.517 1.622 0.581 0.45
```

#b
Formula: C2H8N6
Source: OMol25
Level of theory: wB97M-V/def2-TZVPD

Values from the calculation:
frontier orbital gap	9.804	eV
HOMO	-9.2	eV
structure (SMILES)	[H]/N=C(NN)\C(=N/[H])NN

The geometry in XYZ format:
```
16
Properties=species:S:1:pos:R:3:mulliken_charge:R:1
C -0.611 0.549 0.099 0.58
C 0.916 0.762 -0.097 0.24
H -2.695 -0.444 0.725 0.28
H -2.981 -0.157 -0.795 0.28
H -0.615 -1.452 -0.292 0.39
H -0.781 2.216 0.842 0.25
H 0.575 2.587 -0.525 0.28
H 2.745 -0.058 -0.048 0.30
H 2.154 -2.048 -0.610 0.25
H 1.764 -2.061 0.909 0.22
N -2.500 -0.804 -0.213 -0.76
N -1.166 -0.618 -0.369 -0.07
N -1.379 1.466 0.530 -0.77
N 1.335 1.900 -0.524 -0.71
N 1.793 -0.228 0.282 -0.17
N 1.446 -1.611 0.085 -0.58
```

#c
Formula: C2H8N6
Source: OMol25
Level of theory: wB97M-V/def2-TZVPD

Values from the calculation:
frontier orbital gap	8.882	eV
HOMO	-8.2	eV
structure (SMILES)	[H]/N=C(/N)NN=C(N)N

The geometry in XYZ format:
```
16
Properties=species:S:1:pos:R:3:mulliken_charge:R:1
C -1.428 -0.060 -0.143 0.70
C 1.937 0.044 0.047 0.45
H -2.344 -1.071 1.507 0.22
H -1.153 -1.930 0.455 0.22
H -3.335 0.598 0.239 0.18
H -2.566 1.322 -1.086 0.25
H 0.971 -1.159 -1.119 0.20
H 1.154 1.855 0.047 0.25
H 2.572 1.534 1.016 0.30
H 3.035 -1.285 -0.765 0.20
N -1.586 -1.067 0.745 -0.42
N -2.492 0.819 -0.240 -0.43
N -0.332 0.185 -0.847 -0.80
N 0.762 -0.581 -0.396 -0.06
N 1.666 1.244 0.667 -0.51
N 3.139 -0.448 -0.126 -0.74
```

Which is the most stable structure? #c is the most stable.

#a
Formula: C3H6N4S
Source: OMol25
Level of theory: wB97M-V/def2-TZVPD

Values from the calculation:
frontier orbital gap	8.619	eV
HOMO	-8.8	eV
structure (SMILES)	[H]/N=C/N=C/NC(N)=S

The geometry in XYZ format:
```
14
Properties=species:S:1:pos:R:3:mulliken_charge:R:1
C -2.116 -0.173 0.057 0.34
C 0.245 -0.412 0.327 0.27
C 2.474 -0.225 -0.100 0.19
H -3.018 1.650 -0.423 0.25
H -1.427 1.874 0.410 0.23
H -1.152 -1.919 0.477 0.31
H 0.432 0.678 0.064 -0.11
H 2.074 0.835 -0.431 0.15
H 4.169 0.196 -0.622 0.29
N -2.157 1.216 0.064 -0.41
N -1.046 -0.860 0.564 -0.14
N 1.360 -1.111 0.199 -0.48
N 3.719 -0.676 -0.305 -0.52
S -3.558 -1.073 -0.281 -0.37
```

#b
Formula: C3H6N4S
Source: OMol25
Level of theory: wB97M-V/def2-TZVPD

Values from the calculation:
frontier orbital gap	8.675	eV
HOMO	-8.1	eV
structure (SMILES)	[H]/N=c1\[nH]c(S)nn1C

The geometry in XYZ format:
```
14
Properties=species:S:1:pos:R:3:mulliken_charge:R:1
C 0.732 0.876 1.826 -0.82
C 0.472 -0.100 -1.500 0.23
C -0.895 -0.230 0.283 0.48
H 0.478 1.931 1.904 0.29
H 0.225 0.322 2.637 0.34
H 1.817 0.763 1.955 0.27
H 1.414 -1.485 -3.111 0.14
H -1.505 -0.869 -1.655 0.19
H -2.666 -0.826 0.733 0.20
N 0.350 0.313 0.564 0.55
N 1.164 0.412 -0.537 -0.80
N -0.768 -0.526 -1.068 -0.10
N -1.815 -0.365 1.146 -0.71
S 0.997 -0.215 -3.177 -0.25
```

#c
Formula: C3H6N4S
Source: OMol25
Level of theory: wB97M-V/def2-TZVPD

Values from the calculation:
frontier orbital gap (spin up / spin down)	8.364 / 8.365	eV
HOMO (spin up / spin down)	-8.3 / -8.3	eV
structure (SMILES)	[S-][n+]1nnc[nH]1.C=C

The geometry in XYZ format:
```
14
Properties=species:S:1:pos:R:3:mulliken_charge:R:1
C -0.408 1.936 0.375 -0.02
C 1.286 -1.816 -1.098 -0.33
C 1.880 -1.208 -0.058 -0.37
N -1.373 2.376 -0.369 -0.32
N -0.795 0.792 0.924 -0.15
N -2.368 1.519 -0.357 -0.32
N -1.991 0.523 0.369 0.43
S -2.813 -0.896 0.493 -0.33
H 0.390 2.681 0.519 0.39
H -0.179 0.112 1.460 0.36
H 0.172 -1.754 -1.326 0.16
H 1.818 -2.471 -1.650 0.29
H 1.422 -0.500 0.668 -0.03
H 2.959 -1.294 0.050 0.23
```

Which is the most stable structure? #b is the most stable.

#a
Formula: CH5N3O2
Source: OMol25
Level of theory: wB97M-V/def2-TZVPD

Values from the calculation:
frontier orbital gap	8.937	eV
HOMO	-8.8	eV

The geometry in XYZ format:
```
11
Properties=species:S:1:pos:R:3:mulliken_charge:R:1
C -0.371 0.805 -0.089 -0.64
N 0.117 -1.363 -0.374 -0.42
N 0.497 -0.095 -0.633 -0.17
N 2.299 0.139 -0.043 0.87
O 2.936 1.133 -0.174 -0.52
O 2.652 -0.981 0.186 -0.55
H -0.620 0.457 0.876 0.34
H 0.188 1.684 -0.289 0.32
H -1.321 0.917 -0.685 0.23
H -0.141 -1.512 0.568 0.24
H 0.817 -2.032 -0.608 0.30
```

#b
Formula: CH5N3O2
Source: OMol25
Level of theory: wB97M-V/def2-TZVPD

Values from the calculation:
frontier orbital gap (spin up / spin down)	7.286 / 8.169	eV
HOMO (spin up / spin down)	-7.3 / -8.1	eV

The geometry in XYZ format:
```
11
Properties=species:S:1:pos:R:3:mulliken_charge:R:1
C 0.013 0.159 0.188 -0.17
N 1.232 0.009 0.739 -0.26
N -1.072 0.712 0.693 -0.18
N -0.192 -0.760 -1.012 0.88
O 0.846 -1.377 -1.277 -0.67
O -1.341 -1.005 -1.231 -0.60
H 0.267 1.010 -1.740 0.01
H 1.741 -0.678 0.146 0.34
H 1.479 0.013 1.746 0.23
H -1.870 0.794 0.175 0.23
H -1.102 1.123 1.573 0.17
```

#c
Formula: CH5N3O2
Source: OMol25
Level of theory: wB97M-V/def2-TZVPD

Values from the calculation:
frontier orbital gap	9.790	eV
HOMO	-9.5	eV

The geometry in XYZ format:
```
11
Properties=species:S:1:pos:R:3:mulliken_charge:R:1
N -0.641 0.039 -0.310 0.03
C 0.325 0.411 0.514 0.60
N 0.286 -1.334 -0.983 -0.60
O -0.853 1.629 1.007 -0.65
O -0.856 0.840 -1.411 -0.30
N 1.193 0.184 1.347 -0.50
H -1.735 0.574 -1.718 0.36
H -1.130 1.368 1.898 0.28
H 1.234 -1.066 -1.254 0.26
H 0.339 -2.063 -0.273 0.25
H 1.838 -0.581 1.185 0.27
```

Which is the most stable structure? #a is the most stable.

#a
Formula: CH3O3S2
Source: OMol25
Level of theory: wB97M-V/def2-TZVPD

Values from the calculation:
frontier orbital gap	6.612	eV
HOMO	-3.3	eV
total charge	-1

The geometry in XYZ format:
```
9
Properties=species:S:1:pos:R:3:mulliken_charge:R:1
C -1.062 -0.099 -0.467 -0.42
O 2.037 1.459 -0.124 -0.47
O -0.139 -0.324 0.637 -0.37
O 2.594 -0.977 -0.263 -0.51
S -2.757 -0.291 0.347 -0.68
S 1.982 0.166 0.528 0.74
H -1.161 0.944 -0.823 0.22
H -0.856 -0.921 -1.228 0.23
H -0.637 0.043 1.395 0.26
```

#b
Formula: CH3O3S2
Source: OMol25
Level of theory: wB97M-V/def2-TZVPD

Values from the calculation:
frontier orbital gap	7.819	eV
HOMO	-4.2	eV
total charge	-1

The geometry in XYZ format:
```
9
Properties=species:S:1:pos:R:3:mulliken_charge:R:1
C 0.626 -0.314 -0.547 -0.25
O -3.678 -0.125 -0.198 -0.59
O -2.119 1.306 0.893 -0.47
O -1.247 -0.790 -0.310 -0.49
S 0.857 1.366 -0.688 -0.45
S -2.319 0.332 -0.482 0.59
H 0.993 -0.725 0.328 0.19
H 0.854 -1.009 -1.341 0.20
H -1.295 1.721 0.881 0.27
```

Which is the most stable structure? #a is the most stable.